No. 1
Formula: CHBeF3NOS2
Source: the Open Molecules 2025 dataset
Level of theory: wB97M-V/def2-TZVPD

```
10
Properties=species:S:1:pos:R:3:lowdin_charge:R:1
N -1.250 1.083 -1.907 -0.89
S -2.009 -0.351 -1.185 0.37
S -0.492 1.990 -0.844 0.68
C 0.931 -1.207 0.682 -0.56
F 0.874 -1.361 2.050 0.00
F 1.090 -2.492 0.223 0.01
F 2.185 -0.659 0.493 0.01
Be -0.338 -0.251 0.143 0.05
O 0.475 1.181 0.135 -0.61
H -1.466 2.067 0.211 -0.04
```

Calculated values
- charge = -1
- HOMO (Ha) = -0.14473
- strongest force on any atom (eV/A) = 2.22
- energy above the lowest of the compared OMol25 structures with the same formula, charge and spin (kcal per mole) = 0.00

=====

No. 2
Formula: CHBr2Cl2P
Source: the Open Molecules 2025 dataset
Level of theory: wB97M-V/def2-TZVPD

```
7
Properties=species:S:1:pos:R:3:lowdin_charge:R:1
C 0.893 0.846 -0.431 -1.65
P -0.246 0.262 -1.641 0.36
Cl -1.889 1.063 -0.988 0.14
Cl -0.379 -2.322 1.412 0.27
Br 0.546 2.014 1.029 0.56
Br 2.671 0.240 -0.452 0.57
H -1.595 -2.103 1.072 -0.25
```

Calculated values
- HOMO (Ha) = -0.32567
- strongest force on any atom (eV/A) = 3.85
- energy above the lowest of the compared OMol25 structures with the same formula, charge and spin (kcal per mole) = 36.10

=====

No. 3
Formula: CHBr2FO
Source: the Open Molecules 2025 dataset
Level of theory: wB97M-V/def2-TZVPD

```
6
Properties=species:S:1:pos:R:3:lowdin_charge:R:1
C -0.264 -0.091 0.165 -1.34
O 1.379 -0.007 0.071 -0.14
F -0.601 0.403 1.333 -0.07
Br -0.795 -1.957 0.085 0.70
Br -1.198 0.938 -1.061 0.80
H 1.480 0.714 -0.593 0.05
```

Calculated values
- HOMO (Ha) = -0.39772
- strongest force on any atom (eV/A) = 4.76
- energy above the lowest of the compared OMol25 structures with the same formula, charge and spin (kcal per mole) = 28.55